{"formula": "C5H13N2", "method": "the ωB97M-V functional and the def2-TZVPD basis", "total_charge": 1, "smiles": "C[C@]1(N)C[C@]1(C)[NH3+]", "de_lowest_kcal_mol": 76.2, "orbital_gap_ev": 9.4, "homo_ev": -12.99, "elements": ["C", "C", "C", "C", "C", "N", "N", "H", "H", "H", "H", "H", "H", "H", "H", "H", "H", "H", "H", "H"], "xyz": [[-0.1392, -0.1457, -1.4111], [-1.0157, 0.0468, -0.1901], [0.6795, 0.1585, -0.1755], [-1.7299, -1.2026, 0.3295], [1.1806, 1.4608, 0.2603], [-1.6597, 1.2363, 0.0701], [1.4415, -0.9457, 0.3786], [-0.1628, -1.0529, -1.9507], [-0.1803, 0.5237, -2.2633], [-1.8219, -1.0805, 1.3760], [-1.3162, -2.1499, 0.0799], [-2.7250, -1.0790, -0.0612], [2.2702, 1.4859, 0.2703], [1.0433, 1.5475, 1.4097], [1.0042, 2.3804, -0.3426], [-2.2747, 1.6044, -0.6470], [-1.1410, 1.8894, 0.6302], [0.7925, -1.8164, 0.3199], [1.8533, -0.6505, 1.2499], [2.2198, -1.1705, -0.1997]], "forces_ev_per_angstrom": [[-0.3, 1.6, -0.4], [3.1, -2.0, -0.8], [-4.1, 0.0, -1.3], [0.4, 1.8, -0.2], [1.9, 1.4, 1.8], [-0.6, 0.8, 0.3], [-1.9, -1.8, -0.7], [0.4, -1.7, 0.4], [0.2, 1.0, 0.5], [-0.2, -0.2, 1.3], [0.3, -0.8, -0.4], [-0.5, -0.5, -0.3], [0.5, -0.3, -0.4], [-0.5, 0.5, -1.8], [-0.7, -0.9, 0.7], [0.4, 0.1, 0.3], [-0.4, 0.4, -0.1], [1.5, 1.5, 1.1], [-0.3, -0.6, 1.1], [1.0, -0.2, -1.0]]}